(1)
Molecular formula: C50H58F14I2N3O23S2
Method: DFT, ωB97M-V/def2-TZVPD

```
152
C50H58F14I2N3O23S2 | the Open Molecules 2025 dataset | ωB97M-V/def2-TZVPD
C 0.78 4.31 -5.09
C 0.05 3.62 -4.23
N -1.36 3.45 -4.32
C -2.00 2.23 -4.35
N -1.86 1.45 -5.38
C -0.97 1.72 -6.50
C 0.28 0.89 -6.49
C 0.68 0.29 -7.67
C 1.84 -0.44 -7.71
C 2.63 -0.59 -6.59
C 2.23 -0.02 -5.40
C 3.07 -0.17 -4.17
C 1.06 0.71 -5.36
C -2.69 0.23 -5.57
C -4.11 0.62 -5.91
F -2.22 -0.45 -6.65
N -2.78 2.10 -3.23
C -2.73 0.75 -2.63
C -3.98 -0.13 -2.76
C -3.96 -1.27 -1.84
F -3.22 -1.24 -0.69
C -4.78 -2.36 -2.07
F -4.53 -3.27 -2.96
F -5.89 -2.59 -1.43
C -2.94 3.39 -2.45
C -4.40 3.69 -1.89
I -5.70 5.35 -2.32
C -5.01 2.98 -0.93
C -6.38 3.26 -0.41
I -4.26 1.35 0.18
C -1.95 3.58 -1.27
F -1.75 2.44 -0.56
F -0.70 3.81 -1.72
C -2.22 4.67 -0.20
F -3.06 4.22 0.74
F -2.76 5.78 -0.70
C -0.95 5.11 0.60
F -0.22 5.96 -0.10
F -0.19 4.07 0.94
C -1.34 5.81 1.95
F -2.33 6.66 1.84
F -0.26 6.50 2.31
F -1.55 4.93 2.90
C -2.40 4.29 -3.72
C -3.44 4.43 -4.92
C -2.83 4.32 -6.34
C -3.60 5.16 -7.36
S -3.05 6.86 -7.46
S -1.76 6.01 -3.57
O -0.61 6.11 -2.76
O -2.81 6.91 -3.34
F -1.32 6.23 -5.02
H 1.67 4.83 -4.78
H 0.53 4.39 -6.14
H 0.57 3.10 -3.44
H -0.67 2.76 -6.49
H -1.49 1.63 -7.44
H 0.10 0.41 -8.57
H 2.15 -0.90 -8.63
H 3.55 -1.14 -6.65
H 4.04 0.27 -4.35
H 3.22 -1.21 -3.90
H 2.65 0.38 -3.34
H 0.78 1.14 -4.41
H -2.59 -0.49 -4.77
H -4.54 1.31 -5.20
H -4.07 1.06 -6.89
H -4.71 -0.27 -6.00
H -2.46 0.71 -1.59
H -1.89 0.23 -3.09
H -4.86 0.49 -2.61
H -4.11 -0.59 -3.74
H -6.41 4.22 0.10
H -7.11 3.23 -1.20
H -6.68 2.52 0.32
H -3.89 5.40 -4.89
H -4.25 3.72 -4.78
H -2.99 3.31 -6.70
H -1.78 4.56 -6.40
H -4.64 5.06 -7.14
H -3.46 4.68 -8.32
H -4.22 7.49 -7.29
C -1.23 -1.45 2.33
C -2.13 -2.62 2.02
O -1.20 -3.71 1.93
C -0.10 -3.38 2.65
O 0.78 -4.12 2.92
O -0.14 -2.07 3.02
H -1.71 -0.70 2.96
H -0.84 -0.97 1.43
H -2.84 -2.83 2.83
H -2.68 -2.51 1.09
C 3.89 -3.49 3.43
C 4.42 -4.80 3.95
O 5.85 -4.61 3.85
C 6.09 -3.28 3.87
O 7.17 -2.80 3.98
O 4.95 -2.58 3.76
H 2.96 -3.20 3.90
H 3.75 -3.49 2.34
H 4.16 -4.96 5.00
H 4.11 -5.66 3.36
C -1.48 -1.61 7.36
C -1.80 -1.43 5.89
O -3.16 -1.86 5.81
C -3.72 -1.73 7.05
O -4.88 -1.85 7.27
O -2.77 -1.45 7.97
H -0.78 -0.88 7.74
H -1.11 -2.61 7.59
H -1.75 -0.38 5.58
H -1.17 -2.02 5.24
C 2.89 -8.21 7.17
C 2.44 -7.68 8.52
O 2.78 -6.29 8.43
C 2.84 -5.95 7.13
O 2.94 -4.84 6.73
O 2.76 -7.04 6.34
H 2.27 -9.02 6.80
H 3.93 -8.52 7.17
H 1.36 -7.77 8.66
H 2.94 -8.15 9.36
C 7.66 -4.78 6.83
C 9.02 -5.42 6.70
O 9.24 -5.95 8.02
C 8.03 -6.13 8.60
O 7.85 -6.71 9.62
O 7.05 -5.57 7.86
H 7.09 -4.82 5.91
H 7.73 -3.74 7.17
H 9.03 -6.25 5.98
H 9.81 -4.72 6.43
C 13.11 -7.78 8.23
C 12.22 -7.35 7.08
O 13.12 -7.35 5.97
C 14.14 -8.20 6.26
O 14.96 -8.55 5.48
O 14.09 -8.58 7.56
H 12.59 -8.36 8.98
H 13.61 -6.94 8.71
H 11.42 -8.06 6.89
H 11.79 -6.36 7.23
C -9.08 8.77 -4.47
C -10.14 7.72 -4.77
O -9.35 6.66 -5.33
C -8.10 6.78 -4.88
O -7.24 5.96 -5.03
O -7.91 7.95 -4.25
H -9.30 9.37 -3.59
H -8.89 9.43 -5.31
H -10.64 7.36 -3.87
H -10.89 8.07 -5.48
```

HOMO energy	-11.0	eV
net charge	+1
multiplicity	1
LUMO	-0.1192	Eh

***

(2)
Molecular formula: C50H59FN12
Method: DFT, ωB97M-V/def2-TZVPD

```
122
C50H59FN12 | the Open Molecules 2025 dataset | ωB97M-V/def2-TZVPD
F 5.60 -1.46 -0.54
C 4.54 -1.11 -1.54
C 3.01 -1.17 -0.90
C 2.11 0.18 -1.30
C 2.78 1.67 -1.15
C 1.93 3.03 -1.58
C 0.39 2.77 -2.12
C -0.33 1.27 -2.24
N -1.76 1.25 -2.71
C -2.26 -0.17 -2.74
C -1.38 -1.49 -2.39
N 0.05 -1.45 -1.92
C 0.55 -0.03 -1.83
H 4.84 -0.04 -1.95
H 4.60 -1.85 -2.46
H 3.03 -1.35 0.28
H 2.53 -2.17 -1.35
H 3.89 1.74 -0.76
H 2.44 4.08 -1.49
H -0.23 3.75 -2.41
H -3.38 -0.34 -3.10
H -1.90 -2.54 -2.47
C 0.46 5.37 2.52
C 0.12 4.34 3.42
C 0.06 3.17 2.70
N 0.35 3.46 1.39
C 0.60 4.80 1.27
H 0.59 6.42 2.75
H -0.06 4.44 4.49
H -0.16 2.15 3.01
H 0.37 2.79 0.64
H 0.85 5.23 0.31
C 9.00 1.59 -3.52
C 9.69 0.36 -3.36
C 9.04 -0.35 -2.38
N 7.98 0.40 -1.94
C 7.94 1.58 -2.64
H 9.25 2.39 -4.20
H 10.58 0.04 -3.89
H 9.24 -1.33 -1.96
H 7.32 0.12 -1.22
H 7.17 2.31 -2.44
C 4.98 0.86 4.85
C 4.45 1.53 3.72
C 3.21 2.02 4.08
N 2.98 1.67 5.38
C 4.05 0.96 5.86
H 5.93 0.35 4.92
H 4.92 1.64 2.76
H 2.49 2.59 3.52
H 2.14 1.89 5.90
H 4.06 0.59 6.88
C 4.50 8.11 -0.75
C 5.19 6.89 -0.59
C 4.54 6.17 0.39
N 3.48 6.92 0.82
C 3.44 8.11 0.13
H 4.75 8.91 -1.44
H 6.08 6.57 -1.13
H 4.74 5.20 0.81
H 2.82 6.65 1.54
H 2.67 8.84 0.32
C -2.23 -1.08 3.55
C -3.52 -0.52 3.35
C -3.62 -0.21 2.02
N -2.44 -0.55 1.41
C -1.59 -1.09 2.33
H -1.82 -1.44 4.49
H -4.29 -0.37 4.10
H -4.43 0.23 1.45
H -2.24 -0.42 0.42
H -0.61 -1.43 2.05
C 2.41 -1.12 11.17
C 1.13 -0.56 10.96
C 1.02 -0.25 9.63
N 2.20 -0.59 9.02
C 3.05 -1.12 9.95
H 2.83 -1.48 12.10
H 0.36 -0.41 11.71
H 0.21 0.19 9.06
H 2.41 -0.46 8.04
H 4.04 -1.46 9.66
C -5.43 -5.73 -2.92
C -4.98 -5.88 -4.25
C -3.66 -5.48 -4.29
N -3.30 -5.09 -3.02
C -4.37 -5.25 -2.18
H -6.42 -5.96 -2.54
H -5.55 -6.23 -5.10
H -2.95 -5.43 -5.10
H -2.39 -4.75 -2.75
H -4.29 -5.01 -1.13
C -7.41 0.33 -1.23
C -7.36 0.70 -2.59
C -6.70 -0.30 -3.27
N -6.35 -1.26 -2.35
C -6.79 -0.89 -1.11
H -7.86 0.89 -0.42
H -7.76 1.60 -3.04
H -6.45 -0.41 -4.31
H -5.85 -2.12 -2.57
H -6.61 -1.52 -0.25
C 1.64 -0.11 -7.40
C 0.76 0.96 -7.72
C 0.15 1.36 -6.55
N 0.63 0.57 -5.53
C 1.54 -0.32 -6.04
H 2.27 -0.65 -8.08
H 0.59 1.39 -8.70
H -0.58 2.13 -6.35
H 0.35 0.63 -4.56
H 2.03 -1.03 -5.39
C -8.82 -7.73 0.04
C -10.10 -7.17 -0.17
C -10.21 -6.86 -1.50
N -9.03 -7.20 -2.11
C -8.18 -7.73 -1.18
H -8.40 -8.09 0.97
H -10.87 -7.02 0.58
H -11.02 -6.42 -2.07
H -8.82 -7.07 -3.09
H -7.19 -8.07 -1.47
```

SMILES string	FCCc1cccc2nccnc12.c1cc[nH]c1.c1cc[nH]c1.c1cc[nH]c1.c1cc[nH]c1.c1cc[nH]c1.c1cc[nH]c1.c1cc[nH]c1.c1cc[nH]c1.c1cc[nH]c1.c1cc[nH]c1
HOMO energy	-8.3	eV
multiplicity	1
LUMO	-0.0823	Eh

***

(3)
Molecular formula: C50H60ClFN5O9P2S3
Method: DFT, ωB97M-V/def2-TZVPD

```
131
C50H60ClFN5O9P2S3 | the Open Molecules 2025 dataset | ωB97M-V/def2-TZVPD
C -1.74 -1.36 -3.23
C -2.53 -2.42 -2.47
C -3.02 -1.94 -1.09
C -3.43 -3.12 -0.22
N -3.59 -2.88 1.21
C -2.93 -1.96 2.12
C -3.50 -0.53 1.85
C -4.94 -0.46 1.30
C -6.10 -0.95 2.15
Cl -5.23 1.30 1.02
C -1.34 -1.87 2.10
P -0.44 -3.09 0.91
C 0.52 -1.94 -0.17
C 0.98 -3.96 1.71
C 0.68 -5.32 2.35
C -0.69 -1.67 3.52
C 0.63 -0.88 3.42
C 0.60 0.57 2.94
N 1.10 1.01 1.86
N -0.47 -3.00 4.09
C 0.44 -3.38 4.81
S 1.55 -4.02 5.71
C -1.61 -1.01 4.58
F -1.90 0.22 4.05
C -0.94 -0.76 5.93
S -1.59 0.67 6.87
C -0.05 1.50 7.26
C 0.70 2.11 6.08
N -3.02 -1.75 4.71
N -4.04 -0.81 4.85
S -3.23 -2.64 6.45
C -4.74 -3.52 6.19
O -3.50 -1.54 7.31
O -2.11 -3.48 6.71
C -3.36 -2.62 3.48
P -3.20 -4.51 3.47
O -4.60 -4.99 3.58
O -2.31 -4.97 4.70
O -2.41 -4.98 2.18
H -1.15 -0.73 -2.56
H -2.40 -0.72 -3.81
H -1.04 -1.82 -3.94
H -3.43 -2.63 -3.07
H -1.99 -3.36 -2.37
H -3.91 -1.33 -1.27
H -2.29 -1.27 -0.63
H -4.40 -3.47 -0.58
H -2.75 -3.96 -0.40
H -4.45 -3.28 1.56
H -3.44 0.16 2.67
H -2.87 -0.09 1.07
H -5.01 -0.89 0.31
H -6.07 -2.02 2.35
H -6.20 -0.38 3.08
H -7.03 -0.77 1.61
H -1.16 -0.91 1.61
H 0.05 -0.95 -0.19
H 0.45 -2.34 -1.18
H 1.57 -1.85 0.11
H 1.59 -3.35 2.39
H 1.62 -4.15 0.84
H -0.07 -5.26 3.14
H 1.60 -5.71 2.79
H 0.35 -6.03 1.60
H 1.14 -0.88 4.39
H 1.29 -1.44 2.76
H 0.17 1.30 3.63
H 1.52 0.25 1.32
H 0.10 -0.52 5.72
H -0.93 -1.62 6.59
H 0.59 0.82 7.82
H -0.36 2.29 7.95
H 0.03 2.72 5.47
H 1.16 1.35 5.45
H 1.51 2.76 6.44
H -3.89 -0.04 5.49
H -4.73 -0.74 4.12
H -4.50 -4.58 6.05
H -5.29 -3.14 5.34
H -5.27 -3.33 7.12
H -4.46 -2.60 3.46
H -2.47 -5.90 4.89
H -2.26 -5.93 2.22
C 7.81 -0.78 -2.97
C 8.52 0.36 -3.33
C 8.01 1.62 -3.06
C 6.77 1.74 -2.43
C 6.05 0.60 -2.08
C 6.58 -0.66 -2.35
C 4.71 0.70 -1.44
O 4.08 -0.29 -1.12
C 4.16 2.06 -1.20
C 2.89 2.18 -0.66
C 2.35 3.43 -0.40
C 3.09 4.57 -0.70
C 4.36 4.46 -1.25
C 4.90 3.21 -1.51
C 6.25 3.11 -2.13
O 6.89 4.10 -2.39
H 8.22 -1.76 -3.18
H 9.48 0.27 -3.83
H 8.55 2.51 -3.33
H 6.02 -1.54 -2.07
H 2.34 1.28 -0.44
H 1.36 3.51 0.02
H 2.67 5.55 -0.50
H 4.93 5.35 -1.48
C -0.34 5.29 -10.96
C -1.45 4.65 -10.42
C -1.40 4.17 -9.12
C -0.24 4.32 -8.37
C 0.88 4.95 -8.93
C 0.82 5.44 -10.22
C 2.15 5.09 -8.16
O 3.11 5.64 -8.64
C 2.19 4.52 -6.78
C 3.37 4.59 -6.05
C 3.43 4.08 -4.77
C 2.30 3.50 -4.20
C 1.12 3.42 -4.92
C 1.06 3.92 -6.21
C -0.22 3.80 -6.97
O -1.20 3.29 -6.47
H -0.38 5.68 -11.98
H -2.35 4.53 -11.00
H -2.25 3.67 -8.68
H 1.69 5.93 -10.63
H 4.24 5.04 -6.51
H 4.35 4.13 -4.20
H 2.34 3.10 -3.19
H 0.24 2.98 -4.49
```

HOMO energy	-10.8	eV
net charge	+1
multiplicity	1
LUMO	-0.1052	Eh
energy relative to the best compared isomer or geometry (same formula, charge and spin)	0.0	kcal/mol

***

> Among the records above, which one has the lowest LUMO?

C50H58F14I2N3O23S2